Entry 1:
This record from the Open Molecules 2025 dataset describes a 3-piece molecular cluster, C28H47N3O8 overall. The level of theory is the ωB97M-V functional and the def2-TZVPD basis.

Element x y z (Å)
O: 0.920 -5.739 0.933
C: 0.400 -5.787 -0.152
O: -0.854 -6.432 -0.220
C: 1.069 -5.180 -1.451
C: 0.649 -3.673 -1.465
C: -0.414 -3.292 -2.236
C: -0.781 -1.766 -2.139
O: -1.133 -1.103 -3.080
C: -0.646 -1.166 -0.686
C: -1.750 -0.193 -0.170
C: -2.475 -0.832 1.093
C: -3.041 -2.290 0.865
C: -4.615 -2.391 0.795
N: -5.046 -2.425 -0.612
C: -5.979 -1.500 -1.108
C: -6.232 -1.804 -2.496
C: -5.402 -3.002 -2.895
C: -4.721 -3.285 -1.641
C: 0.417 -1.550 0.083
C: 1.384 -2.573 -0.609
O: 2.584 -2.540 -0.497
H: -1.471 -5.928 0.346
H: 2.174 -5.284 -1.333
H: 0.642 -5.748 -2.315
H: -1.003 -3.995 -2.865
H: -2.446 0.178 -0.969
H: -1.208 0.725 0.206
H: -3.301 -0.164 1.447
H: -1.705 -0.881 1.917
H: -2.629 -2.823 -0.029
H: -2.725 -2.898 1.765
H: -4.885 -3.402 1.226
H: -5.162 -1.641 1.416
H: -6.381 -0.717 -0.434
H: -6.921 -1.214 -3.135
H: -5.340 -3.525 -3.867
H: -4.030 -4.153 -1.580
H: 0.565 -1.196 1.127
C: -2.033 2.893 2.376
O: -3.200 2.559 1.642
C: -4.409 2.930 2.303
C: -5.094 4.080 1.575
N: -4.346 5.325 1.731
C: -4.786 6.401 0.841
C: -4.663 6.175 -0.671
O: -3.326 6.114 -1.147
C: -2.704 4.847 -1.013
H: -1.181 2.421 1.884
H: -1.865 3.974 2.379
H: -2.090 2.523 3.403
H: -4.245 3.161 3.361
H: -5.067 2.056 2.259
H: -6.100 4.215 1.985
H: -5.183 3.795 0.521
H: -3.366 5.145 1.550
H: -4.186 7.279 1.097
H: -5.824 6.651 1.081
H: -5.107 7.048 -1.160
H: -5.240 5.312 -1.019
H: -3.413 4.022 -1.121
H: -2.179 4.780 -0.057
H: -1.952 4.758 -1.799
C: 6.107 -2.897 0.124
O: 6.817 -2.198 -0.885
C: 6.048 -1.176 -1.517
C: 6.566 0.206 -1.139
N: 6.273 0.518 0.259
C: 6.976 1.697 0.768
C: 8.509 1.662 0.793
O: 9.057 0.739 1.723
C: 9.139 -0.598 1.256
H: 6.706 -3.758 0.421
H: 5.959 -2.267 1.008
H: 5.143 -3.253 -0.244
H: 4.978 -1.278 -1.307
H: 6.182 -1.309 -2.595
H: 6.090 0.956 -1.778
H: 7.645 0.217 -1.334
H: 6.529 -0.276 0.833
H: 6.629 1.845 1.794
H: 6.649 2.572 0.197
H: 8.844 2.648 1.129
H: 8.946 1.520 -0.201
H: 9.326 -0.653 0.181
H: 8.231 -1.147 1.516
H: 9.968 -1.085 1.774

For the orbital gap, the calculation gives 7.396 eV. Its SMILES is O=C(O)CC1=CC(=O)C(CCCCn2cccc2)=CC1=O.COCCNCCOC.COCCNCCOC.

Löwdin atomic charge list, values in e, 5 entries:
1. O 0.115
2. C -0.442
3. O 0.041
4. C -0.021
5. C -0.114

---

Entry 2:
This record from the Open Molecules 2025 dataset describes an isolated ion of composition C24H45BN2O7PS3 and charge +1. The level of theory is the ωB97M-V functional and the def2-TZVPD basis.

Element x y z (Å)
C: 7.681 -0.131 0.044
O: 6.284 -0.013 0.250
C: 5.790 -1.027 1.088
C: 4.309 -1.244 0.830
C: 3.539 0.050 0.499
C: 2.306 0.281 1.384
C: 1.298 -0.877 1.341
N: 0.007 -0.570 0.589
C: 0.503 -0.418 -0.833
C: -0.516 -0.335 -1.991
C: -0.161 -1.264 -3.128
C: -1.096 -2.169 -3.632
C: -0.757 -3.045 -4.665
C: 0.525 -3.047 -5.211
C: 1.455 -2.133 -4.725
C: 1.115 -1.252 -3.690
C: -0.977 -1.738 0.814
N: -0.820 -2.455 2.093
S: -0.825 -3.126 -0.391
C: -2.409 -1.113 0.911
B: -3.478 -1.495 -0.256
C: -4.102 -0.355 -1.136
O: -3.806 -2.818 -0.427
P: -3.406 -1.676 2.390
O: -3.596 -3.242 2.376
O: -2.747 -1.252 3.771
S: -5.113 -0.786 2.170
O: -2.113 0.286 0.970
C: -0.748 0.651 1.073
C: -0.709 1.892 0.157
C: -1.324 3.178 0.704
C: -1.485 4.154 -0.481
C: -1.781 5.551 0.121
C: -2.669 3.739 -1.381
S: -0.505 1.142 2.845
C: -2.040 1.775 3.485
O: 0.530 2.132 2.943
O: -0.202 -0.031 3.645
H: 7.884 -0.755 -0.825
H: 8.107 0.855 -0.103
H: 8.182 -0.576 0.902
H: 6.306 -1.962 0.859
H: 5.967 -0.838 2.152
H: 3.831 -1.784 1.645
H: 4.227 -1.906 -0.033
H: 4.207 0.890 0.666
H: 3.277 0.089 -0.554
H: 1.860 1.217 1.063
H: 2.652 0.422 2.399
H: 1.093 -1.110 2.373
H: 1.743 -1.777 0.936
H: 1.181 -1.226 -1.064
H: 1.101 0.477 -0.890
H: -1.554 -0.482 -1.715
H: -0.463 0.662 -2.424
H: -2.091 -2.195 -3.213
H: -1.483 -3.752 -5.034
H: 0.807 -3.731 -5.992
H: 2.455 -2.103 -5.124
H: 1.880 -0.566 -3.348
H: -0.081 -3.145 2.039
H: -0.602 -1.838 2.882
H: 0.505 -3.304 -0.364
H: -3.404 0.093 -1.845
H: -4.968 -0.707 -1.685
H: -4.422 0.452 -0.481
H: -3.563 -3.113 -1.311
H: -3.022 -3.678 1.730
H: -3.460 -0.863 4.299
H: -1.345 1.621 -0.676
H: 0.298 2.116 -0.179
H: -2.340 2.989 1.039
H: -0.726 3.682 1.450
H: -0.562 4.256 -1.045
H: -2.846 5.743 0.177
H: -1.334 6.348 -0.465
H: -1.403 5.650 1.136
H: -3.147 2.836 -1.006
H: -3.419 4.515 -1.449
H: -2.330 3.550 -2.398
H: -1.972 1.613 4.553
H: -2.902 1.271 3.067
H: -2.081 2.841 3.306

For the orbital gap, the calculation gives 9.306 eV. Its total charge is +1. Its SMILES is COCCCCC[N@@+]1(CCc2ccccc2)[C@](N)(S)[C@@](B(C)O)(P(O)(O)=S)O[C@@]1(CCC(C)C)S(C)(=O)=O.

Löwdin atomic charge list, values in e, 5 entries:
1. C -0.090
2. O -0.192
3. C -0.247
4. C -0.160
5. C -0.172